<1>
Computed, not measured: a structure of composition C5H6N2O2, with ωB97M-V/def2-TZVPD.

Atoms and positions in Å:
C1 0.57 -0.22 -0.08
H1 -0.70 -1.84 -0.05
N1 0.93 0.95 -0.30
O1 -2.93 -0.78 -0.19
C2 2.68 -0.29 0.11
H2 3.70 -0.97 0.40
H3 2.71 1.74 -0.08
H4 -1.46 1.53 1.27
H5 -1.46 1.88 -0.36
H6 -3.14 1.62 0.42
C3 2.26 0.88 -0.18
N2 -0.75 -0.75 -0.01
C4 -1.90 1.31 0.24
O2 1.54 -1.07 0.19
C5 -1.90 -0.09 0.00

Properties
Multiplicity = 1
LUMO level = 0.7 eV
HOMO = -9.231 eV
Orbital gap = 9.91 eV

<2>
Computed, not measured: an isolated molecule of C5H6N2O2, with ωB97M-V/def2-TZVPD.

Atoms and positions in Å:
H1 -2.16 0.72 1.70
H2 1.28 1.59 -1.45
H3 -0.45 1.02 -1.47
N1 -0.02 0.54 1.40
H4 1.91 -1.02 -0.73
C1 1.02 -0.60 -1.26
O1 0.72 2.51 0.67
C2 -1.11 0.38 2.07
C3 0.40 1.36 0.43
N2 -0.01 -1.48 -0.92
H5 -1.01 -0.32 2.91
C4 0.58 0.84 -1.02
C5 -0.80 -2.11 -0.25
H6 1.21 -0.62 -2.38
O2 -1.56 -2.81 0.30

Properties
SMILES = C=NC(=O)CCN=C=O
Multiplicity = 1
LUMO level = 0.4 eV
HOMO = -9.807 eV
Orbital gap = 10.16 eV

Order of stability, best first: <2>, <1>

<1>
Computed, not measured: a cluster of 8 separate species, C29H58O13 in total, with ωB97M-V/def2-TZVPD.

Atoms and positions in Å:
C1 2.97 -2.85 -0.65
H1 2.34 -2.40 -0.03
H2 0.90 9.38 0.46
H3 2.53 0.80 -0.27
C2 -5.58 2.95 -0.85
O1 -4.10 -1.65 1.18
H4 2.22 8.74 0.81
C3 3.14 3.39 -3.54
H5 -4.07 1.96 2.14
H6 -4.59 -0.34 -1.97
H7 2.79 -2.51 -1.54
H8 -1.92 -3.84 -0.56
H9 2.95 0.27 -5.63
H10 4.65 4.74 -2.90
C4 -0.87 0.15 -0.01
O2 -3.63 -3.91 1.59
O3 2.89 2.41 -4.50
H11 -6.16 3.93 -1.02
H12 1.91 9.72 -0.70
C5 3.18 -4.40 -0.69
C6 -5.02 2.44 1.69
H13 0.50 3.89 0.92
H14 3.96 -2.34 -0.57
C7 -4.57 -0.31 -0.88
H15 -0.76 -2.65 -0.19
C8 1.81 1.71 -4.56
O4 0.79 6.83 0.45
C9 -0.88 -3.69 -0.41
H16 -0.02 -4.18 -4.64
H17 -3.64 0.44 -0.72
H18 2.08 -1.83 3.66
H19 -4.70 -1.97 3.58
H20 0.17 -0.24 6.86
H21 2.81 -5.78 2.77
C10 0.45 5.54 0.04
H22 2.59 4.16 -3.95
C11 1.50 1.02 -0.61
C12 -0.47 -4.52 0.68
C13 1.31 7.68 -0.58
C14 -4.67 2.86 0.32
H23 -5.24 0.19 -0.51
H24 -0.65 -4.06 1.60
H25 0.54 -2.23 3.94
C15 -0.21 4.80 1.16
O5 -0.92 -2.09 -2.78
C16 0.49 -3.77 -3.78
O6 -3.47 3.18 0.02
H26 2.92 -7.48 2.64
H27 -5.26 3.00 2.51
H28 -6.20 2.17 -0.75
O7 -0.10 -3.98 -1.58
C17 -3.82 -2.80 1.97
C18 1.34 -1.20 5.63
H29 -0.56 -1.67 6.23
H30 -3.57 -2.23 -0.82
C19 0.63 0.18 0.34
C20 -0.24 -3.16 -2.68
O8 3.28 -4.83 0.77
C21 0.22 -1.29 6.64
C22 3.51 -6.52 2.42
O9 0.75 2.06 -4.01
H31 -5.10 -2.50 -0.38
H32 -3.61 -3.45 4.08
H33 0.90 -2.82 -4.31
H34 4.46 -6.42 2.70
H35 -0.99 -0.02 -1.09
C23 1.63 9.08 -0.05
H36 2.76 3.30 -2.42
H37 -1.31 4.63 1.09
H38 -5.03 2.77 -1.68
H39 0.64 7.62 -1.34
H40 1.53 2.14 -0.74
H41 -5.86 1.64 1.74
H42 0.54 -1.66 7.63
C24 1.85 0.49 -5.43
O10 0.64 5.09 -1.02
H43 5.13 4.20 -4.57
H44 2.29 7.32 -0.95
H45 -0.09 5.08 2.08
C25 -3.57 -2.45 3.41
H46 -1.45 -0.59 0.61
H47 -2.71 -1.95 3.70
H48 1.37 0.54 -1.56
C26 -4.29 -1.71 -0.27
C27 4.61 3.95 -3.73
O11 1.03 -0.31 1.36
O12 3.40 -7.03 0.04
H49 2.13 -4.62 -1.17
H50 5.39 3.21 -3.42
C28 1.41 -2.14 4.47
C29 3.39 -6.26 0.94
H51 0.56 -4.66 0.75
H52 1.42 0.65 -6.40
H53 2.05 -3.18 4.81
H54 1.27 -4.30 -3.31
H55 1.31 -0.18 -4.87
H56 3.92 -4.69 -1.23
H57 -1.28 1.21 0.03
O13 2.31 -0.31 5.69
H58 -0.90 -5.57 0.68

Properties
SMILES = CCOC(C)=O.CCOC(C)=O.CCOC(C)=O.CCOC(C)=O.CCOC(C)=O.CC(C)=O.CC(C)=O.CC(C)=O
Multiplicity = 1
LUMO level = 0.5 eV
HOMO = -9.394 eV
Orbital gap = 9.86 eV

<2>
Computed, not measured: a cluster of 8 separate species, C29H58O13 in total, with ωB97M-V/def2-TZVPD.

Atoms and positions in Å:
O1 -3.26 4.23 0.99
H1 -2.37 -7.45 0.56
C1 -2.77 3.81 2.23
C2 1.44 -2.10 4.85
H2 0.09 1.64 1.07
O2 -1.65 5.80 0.83
O3 0.26 0.41 -5.73
H3 -1.27 -1.21 4.75
O4 2.43 1.91 -2.00
C3 -0.18 -0.70 -5.52
H4 3.71 -0.26 -0.89
H5 2.60 5.85 4.16
C4 -2.56 5.16 0.35
H6 0.28 5.59 3.34
H7 -2.59 -1.41 0.55
O5 -0.71 2.44 -1.21
H8 1.13 4.36 -0.74
C5 0.50 -1.84 3.69
H9 -1.68 -2.03 -6.14
H10 4.26 0.65 0.57
H11 -1.24 -0.71 3.04
C6 1.67 -6.91 -1.46
C7 -0.27 0.17 -1.84
C8 -0.57 0.91 0.58
H12 3.36 2.79 -0.41
C9 2.54 3.00 -2.84
H13 -3.81 -2.80 0.65
H14 1.76 -1.30 5.53
C10 1.10 -7.90 -2.40
C11 -0.55 1.28 -0.89
O6 1.18 6.40 1.73
H15 2.71 -6.69 -1.72
C12 -2.79 -2.52 0.46
H16 2.28 -2.57 4.42
H17 1.66 4.02 -4.46
H18 -0.28 -0.10 0.82
H19 1.76 -8.82 -2.51
H20 -2.47 -2.84 -0.52
H21 -0.91 -3.54 1.04
H22 -0.19 0.15 4.16
C13 -2.81 -7.01 1.45
H23 1.71 -7.38 -0.46
C14 1.01 -4.57 -0.91
H24 -4.01 2.05 1.95
O7 1.35 4.16 1.89
H25 -4.56 3.20 3.15
H26 2.42 5.51 -0.55
H27 0.97 -7.50 -3.41
C15 2.06 -4.48 0.17
H28 1.66 -1.14 -4.64
H29 2.67 7.51 3.51
O8 0.56 -2.52 2.70
H30 -3.98 5.24 -1.24
C16 0.78 -1.72 -4.95
H31 -2.52 6.11 -1.65
C17 3.45 1.89 -1.02
O9 -2.63 -4.70 1.36
H32 1.73 7.06 5.00
C18 -1.96 -5.81 1.70
C19 0.80 6.51 3.08
H33 0.15 -8.26 -2.02
H34 -0.34 0.57 -2.83
O10 0.91 -5.73 -1.54
H35 0.15 7.38 3.12
H36 0.72 6.10 -0.68
H37 -2.53 4.35 -1.63
H38 -1.95 -0.24 -6.41
O11 0.26 -3.64 -1.11
C20 -2.92 5.22 -1.12
C21 1.33 5.18 1.20
H39 0.74 -0.10 -1.70
H40 2.56 0.36 0.35
H41 0.93 -2.85 5.48
H42 2.05 -3.49 0.62
C22 -1.94 -3.40 1.40
H43 4.38 2.01 -1.55
H44 -1.71 3.46 2.21
C23 3.49 0.61 -0.21
H45 3.05 -4.80 -0.22
H46 -1.99 -3.20 2.44
H47 -3.85 -6.63 1.43
H48 1.03 -2.45 -5.68
C24 1.45 3.10 -3.90
H49 -0.91 -0.73 -1.69
O12 3.40 3.84 -2.75
H50 -3.19 2.32 3.61
H51 0.35 -2.26 -4.13
C25 1.38 5.29 -0.25
C26 -0.64 -0.84 3.92
C27 2.04 6.75 3.98
H52 0.47 3.15 -3.40
H53 -1.57 1.05 1.03
C28 -3.68 2.74 2.74
C29 -1.60 -1.02 -5.77
H54 1.48 2.17 -4.47
H55 -2.11 -1.13 -4.82
H56 1.66 -5.17 0.94
H57 -2.77 4.65 2.90
H58 -2.72 -7.74 2.27
O13 -0.82 -5.86 2.04

Properties
SMILES = CCOC(C)=O.CCOC(C)=O.CCOC(C)=O.CCOC(C)=O.CCOC(C)=O.CC(C)=O.CC(C)=O.CC(C)=O
Multiplicity = 1
LUMO level = 0.5 eV
HOMO = -9.559 eV
Orbital gap = 10.08 eV

Order of stability, best first: <2>, <1>

<1>
Computed, not measured: a structure of composition C4H4O2Tl, with ωB97M-V/def2-TZVPD.

Atoms and positions in Å:
C1 -0.33 0.23 -0.52
O1 3.06 0.84 0.40
C2 1.07 -0.09 -0.78
H1 1.40 -0.98 -1.35
C3 2.12 0.57 -0.17
O2 -0.69 0.22 0.84
C4 -1.20 -0.84 0.05
H2 -0.77 -1.82 0.28
Tl1 -1.59 1.67 2.60
H3 -2.26 -0.78 -0.20
H4 -0.80 0.99 -1.15

Properties
Multiplicity = 2
LUMO level (alpha / beta) = -9.3 / -12.4 eV
Charge = +2
HOMO (alpha / beta) = -19.891 / -19.862 eV
Orbital gap (alpha / beta) = 10.55 / 7.43 eV

<2>
Computed, not measured: a structure of composition C4H4O2Tl, with ωB97M-V/def2-TZVPD.

Atoms and positions in Å:
C1 -0.11 -0.85 -0.92
O1 -1.54 2.41 1.62
C2 -1.87 1.24 1.37
H1 -0.83 -0.27 -1.50
C3 1.18 -0.82 -1.27
H2 -0.03 -2.03 -1.14
H3 -2.90 0.88 1.22
O2 2.33 -0.67 -1.06
C4 -0.64 0.72 0.95
H4 0.08 0.44 1.73
Tl1 4.33 -1.05 -1.02

Properties
Multiplicity = 2
LUMO level (alpha / beta) = -11.0 / -11.9 eV
Charge = +2
HOMO (alpha / beta) = -19.064 / -19.107 eV
Orbital gap (alpha / beta) = 8.02 / 7.18 eV

Order of stability, best first: <1>, <2>

<1>
Computed, not measured: a cluster of 2 separate species, C3H5NO2S in total, with ωB97M-V/def2-TZVPD.

Atoms and positions in Å:
C1 0.48 0.57 0.43
C2 -0.24 -0.70 0.09
H1 0.43 1.04 1.38
N1 -2.60 0.15 2.58
O1 -3.44 -0.03 3.43
H2 1.39 0.72 0.01
C3 -0.55 0.46 -0.63
S1 -2.92 1.32 1.44
H3 -1.01 -0.95 0.92
H4 0.32 -1.49 -0.32
O2 -1.59 -0.54 2.42
H5 -1.21 1.16 -1.13

Properties
Multiplicity = 1
LUMO level (alpha / beta) = -3.0 / -1.3 eV
HOMO (alpha / beta) = -8.445 / -9.587 eV
Orbital gap (alpha / beta) = 5.49 / 8.28 eV

<2>
Computed, not measured: an isolated molecule of C3H5NO2S, with ωB97M-V/def2-TZVPD.

Atoms and positions in Å:
C1 0.38 -1.03 0.00
H1 -2.45 1.58 -0.13
O1 2.00 0.76 0.04
H2 0.19 -1.58 0.92
N1 -0.54 1.13 -0.05
H3 0.38 1.62 0.12
C2 -0.77 -0.17 -0.03
H4 2.57 -1.23 -0.01
O2 -1.59 2.06 0.00
H5 0.27 -1.86 -0.80
C3 1.80 -0.47 -0.07
S1 -2.25 -0.82 0.01

Properties
SMILES = O=CCC(=S)NO
Multiplicity = 1
LUMO level = 0.0 eV
HOMO = -8.773 eV
Orbital gap = 8.77 eV

Order of stability, best first: <2>, <1>